(1)
Entry from the OMol25 dataset: the molecule C5H7FSi (ωB97M-V/def2-TZVPD).

Results
Spin multiplicity: 1
Frontier orbital gap, eV: 10.80
Total charge: 0
SMILES string: C#C[Si@@](C)(F)C=C
E_tot, eV: -15892.71460
Energy above the lowest of the compared OMol25 structures with the same formula, charge and spin, kJ/mol: 29.5

Last column: Mulliken charge in e.
Element x y z (Å)
C  3.017  1.645  0.703  0.249
C  2.268  0.746  0.443  -0.939
Si  0.806  -0.897  0.122  0.642
C  0.329  -0.651  -1.690  -0.999
F  1.618  -2.280  0.301  -0.268
C  -0.608  -0.939  1.347  -0.251
C  -1.419  0.071  1.619  -0.556
H  3.697  2.428  0.880  0.382
H  -0.253  -1.487  -2.075  0.321
H  -0.268  0.249  -1.807  0.329
H  1.210  -0.546  -2.315  0.288
H  -0.793  -1.894  1.834  0.316
H  -2.247  -0.018  2.306  0.247
H  -1.287  1.044  1.171  0.239

(2)
Entry from the OMol25 dataset: C17H22N3O7STa as an isolated structure (ωB97M-V/def2-TZVPD).

Results
Spin multiplicity: 1
Frontier orbital gap, eV: 7.09
Total charge: +2
E_tot, eV: -49162.99553
Energy above the lowest of the compared OMol25 structures with the same formula, charge and spin, kJ/mol: 237.1

Last column: Mulliken charge in e.
Element x y z (Å)
Ta  -0.347  -0.202  0.144  2.017
C  -0.566  -3.072  0.849  -1.149
C  -0.315  -2.236  -0.360  0.337
C  1.024  -2.678  -0.832  -0.793
C  1.512  -3.589  0.040  -0.683
C  0.525  -3.839  1.070  -0.513
H  -1.493  -3.081  1.402  0.564
H  -1.115  -2.286  -1.111  0.928
H  1.507  -2.330  -1.735  0.499
H  2.470  -4.085  -0.038  0.557
H  0.634  -4.564  1.866  0.580
N  -0.482  1.730  1.675  -0.641
C  -1.524  1.638  2.752  -0.596
C  -2.932  1.521  2.166  -0.502
C  -2.880  0.603  0.980  0.322
O  -3.360  0.749  -0.103  -0.497
O  -1.960  -0.430  1.195  -0.656
H  0.426  1.795  2.130  0.310
H  -0.589  2.624  1.197  0.246
H  -1.461  2.507  3.405  0.525
H  -1.290  0.755  3.341  0.257
H  -3.321  2.480  1.823  0.366
H  -3.617  1.140  2.924  0.328
O  5.576  -0.684  1.199  -0.472
C  4.874  -1.100  2.249  0.427
O  5.373  -1.579  3.221  -0.501
C  3.376  -1.044  2.162  0.486
C  2.554  -1.590  3.145  -0.317
N  1.292  -1.384  2.777  -0.287
N  1.218  -0.720  1.610  0.216
C  2.490  -0.520  1.238  -0.467
C  2.624  0.147  -0.080  0.730
O  3.611  0.347  -0.709  -0.634
O  1.371  0.494  -0.488  -0.595
H  5.026  -0.349  0.470  0.364
H  2.816  -2.105  4.057  0.566
H  0.452  -1.720  3.225  0.275
O  -0.968  0.304  -1.618  -0.486
S  -0.378  1.010  -2.937  0.315
C  -0.863  2.736  -2.711  -0.530
C  -2.282  2.858  -3.259  -0.517
C  -2.292  2.006  -4.524  -0.705
C  -1.700  0.651  -4.132  -0.508
H  -0.128  3.304  -3.287  0.523
H  -0.724  2.965  -1.656  0.198
H  -2.514  3.902  -3.463  0.432
H  -2.999  2.484  -2.527  0.232
H  -1.686  2.470  -5.304  0.345
H  -3.292  1.860  -4.931  0.376
H  -1.274  0.066  -4.945  0.450
H  -2.401  0.038  -3.563  0.277

(3)
Entry from the OMol25 dataset: C46H64BN6O2S5SbTi as an isolated structure (ωB97M-V/def2-TZVPD).

Results
Spin multiplicity: 3
Frontier orbital gap (spin up / spin down), eV: 6.13 / 6.81
Total charge: 0
E_tot, eV: -146287.63649
Energy above the lowest of the compared OMol25 structures with the same formula, charge and spin, kJ/mol: 30.1
⟨S²⟩: 2.0128

Last column: Löwdin spin population.
Element x y z (Å)
Ti  0.458  -0.031  -0.129  0.960
C  -2.243  0.643  4.210  0.001
C  -2.510  2.137  4.023  0.000
C  -3.885  2.447  4.612  0.000
C  -1.446  2.994  4.702  0.000
N  -2.534  2.465  2.565  0.001
C  -3.531  3.185  1.929  0.001
C  -3.215  3.240  0.620  0.000
N  -2.044  2.545  0.430  0.004
B  -1.244  2.307  -0.871  0.006
N  -2.193  2.192  -2.077  0.000
C  -3.502  1.762  -1.980  0.001
C  -3.958  1.521  -3.217  0.001
N  -2.928  1.770  -4.112  0.000
C  -1.811  2.143  -3.399  0.000
S  -0.243  2.432  -3.953  0.000
C  -3.193  1.569  -5.568  0.000
C  -3.671  0.127  -5.761  0.000
C  -1.995  1.794  -6.482  0.000
C  -4.291  2.559  -5.962  0.000
N  -0.171  3.392  -1.005  0.000
C  -0.504  4.685  -1.319  0.000
C  0.631  5.374  -1.522  0.000
N  1.686  4.499  -1.328  0.000
C  1.173  3.276  -1.011  0.001
S  2.103  1.860  -0.674  0.007
C  3.119  4.879  -1.494  0.000
C  3.196  6.355  -1.883  0.000
C  3.736  4.064  -2.633  0.000
C  3.862  4.702  -0.171  0.000
C  -1.591  2.142  1.643  0.008
S  0.008  1.610  1.960  0.001
H  -2.482  0.384  5.243  0.000
H  -1.212  0.374  4.018  0.000
H  -2.868  0.047  3.543  0.002
H  -3.898  2.100  5.644  0.000
H  -4.676  1.928  4.070  0.000
H  -4.102  3.517  4.630  0.000
H  -1.419  2.770  5.770  0.000
H  -1.665  4.057  4.577  0.000
H  -0.465  2.782  4.280  0.000
H  -4.385  3.578  2.442  0.000
H  -3.746  3.710  -0.188  0.000
H  -0.726  1.235  -0.794  0.006
H  -3.993  1.596  -1.040  0.001
H  -4.924  1.177  -3.533  0.000
H  -2.922  -0.575  -5.397  0.000
H  -3.828  -0.058  -6.825  0.000
H  -4.612  -0.075  -5.250  0.000
H  -1.183  1.106  -6.272  0.000
H  -1.602  2.803  -6.408  0.000
H  -2.351  1.623  -7.501  0.000
H  -5.206  2.410  -5.388  0.000
H  -4.535  2.432  -7.018  0.000
H  -3.950  3.583  -5.809  0.000
H  -1.529  5.001  -1.407  0.000
H  0.775  6.400  -1.795  0.000
H  2.694  6.554  -2.830  0.000
H  4.247  6.614  -2.004  0.000
H  2.782  7.003  -1.109  0.000
H  3.156  4.203  -3.546  0.000
H  3.762  3.004  -2.404  0.000
H  4.754  4.415  -2.810  0.000
H  3.418  5.334  0.600  0.000
H  4.901  5.007  -0.306  0.000
H  3.841  3.673  0.172  0.000
O  2.249  -1.021  0.568  0.040
S  3.593  -1.515  1.034  0.007
C  4.034  -2.856  -0.105  0.000
C  4.883  -2.257  -1.217  0.000
C  5.768  -1.218  -0.536  0.001
C  4.817  -0.378  0.307  0.004
H  3.087  -3.299  -0.410  0.000
H  4.574  -3.597  0.487  0.000
H  4.242  -1.776  -1.958  0.000
H  5.461  -3.029  -1.725  0.000
H  6.309  -0.589  -1.243  0.000
H  6.509  -1.713  0.098  0.000
H  4.225  0.296  -0.313  0.000
H  5.285  0.196  1.105  0.000
S  -1.619  -1.216  0.708  0.406
Sb  -0.171  -3.046  1.608  0.288
C  -1.659  -4.494  2.105  0.011
C  -2.964  -4.303  1.663  0.003
C  -3.951  -5.232  1.967  0.000
C  -3.643  -6.357  2.716  0.004
C  -2.343  -6.554  3.159  0.000
C  -1.357  -5.628  2.851  0.006
C  0.142  -2.242  3.563  0.001
C  -0.637  -2.673  4.633  0.001
C  -0.445  -2.155  5.906  0.000
C  0.532  -1.196  6.130  -0.001
C  1.309  -0.752  5.069  0.000
C  1.112  -1.273  3.799  0.000
C  1.522  -4.490  1.752  0.180
C  2.519  -4.415  2.721  0.024
C  3.598  -5.294  2.703  0.007
C  3.696  -6.258  1.712  0.004
C  2.709  -6.341  0.736  0.003
C  1.638  -5.460  0.758  0.021
H  -3.209  -3.421  1.083  0.000
H  -4.963  -5.072  1.615  0.000
H  -4.414  -7.079  2.954  0.000
H  -2.092  -7.430  3.743  0.000
H  -0.344  -5.798  3.200  0.001
H  -1.407  -3.424  4.484  0.000
H  -1.061  -2.506  6.726  0.000
H  0.682  -0.793  7.123  0.000
H  2.061  0.011  5.227  0.000
H  1.711  -0.899  2.983  0.001
H  2.454  -3.676  3.513  0.002
H  4.358  -5.231  3.474  0.001
H  4.531  -6.947  1.703  0.000
H  2.774  -7.097  -0.037  0.001
H  0.879  -5.538  -0.016  0.004
C  1.469  -1.436  -3.764  0.000
C  0.497  -1.875  -2.679  -0.001
C  -0.918  -2.062  -3.204  -0.001
O  0.466  -0.901  -1.677  -0.022
H  1.667  -2.246  -4.469  0.000
H  2.412  -1.122  -3.315  0.000
H  1.065  -0.578  -4.304  0.000
H  0.845  -2.814  -2.217  0.002
H  -1.257  -1.120  -3.642  0.000
H  -1.588  -2.322  -2.384  -0.001
H  -0.960  -2.841  -3.969  0.000

(4)
Entry from the OMol25 dataset: the molecule C5H8O (ωB97M-V/def2-TZVPD).

Results
Spin multiplicity: 1
Frontier orbital gap, eV: 10.33
Total charge: 0
SMILES string: CC#CCOC
E_tot, eV: -7358.37920
Energy above the lowest of the compared OMol25 structures with the same formula, charge and spin, kJ/mol: 374.0

Last column: Mulliken charge in e.
Element x y z (Å)
C  1.836  0.642  0.470  -0.694
C  1.658  -0.263  -0.650  0.125
C  0.933  -0.978  -1.316  -0.309
C  -0.503  -1.264  -1.030  -0.236
O  -0.925  -0.487  0.096  -0.423
C  -1.577  0.725  -0.220  -0.787
H  2.514  0.297  1.253  0.303
H  2.044  1.680  0.197  0.243
H  0.783  0.528  0.819  0.171
H  -0.632  -2.307  -0.731  0.320
H  -1.145  -1.047  -1.888  0.329
H  -2.612  0.520  -0.520  0.322
H  -1.595  1.348  0.683  0.272
H  -1.066  1.288  -1.016  0.363